1.
# C39H40CaN11O2S3

A structure of composition C39H40CaN11O2S3 (wB97M-V/def2-TZVPD, the OMol25 dataset).

Relative energy (zero: lowest compared OMol25 entry of this formula, charge and spin)   9.2 kcal/mol
HOMO   -3.681 eV
Total charge   -1
E_LUMO   0.081 Ha

Each line ends with the Löwdin charge.
Element x y z (Å)
Ca1 0.64827 0.56869 -0.63436  1.23
S1 3.08615 2.38512 -0.09334  0.49
C1 2.13978 3.31416 -1.19547  -0.83
C2 2.53567 4.59192 -1.65748  -0.13
C3 1.76106 5.26233 -2.57147  -0.10
C4 0.58395 4.67799 -3.04961  -0.10
C5 0.24952 3.43752 -2.55086  -0.18
N1 0.98068 2.78512 -1.64450  -0.08
H1 3.46001 5.00991 -1.28367  0.08
H2 2.07029 6.23857 -2.92889  0.10
H3 -0.04418 5.16674 -3.78145  0.09
H4 -0.64455 2.92051 -2.88384  0.10
N2 -4.13934 1.35889 -1.92212  0.17
C6 -4.11179 2.73504 -1.99234  -0.19
C7 -4.97447 3.66409 -2.55919  -0.03
C8 -4.60821 4.99453 -2.46168  -0.11
C9 -3.41699 5.37707 -1.82991  -0.10
C10 -2.56690 4.44367 -1.26640  -0.03
C11 -2.92946 3.10015 -1.33370  -0.23
N3 -2.26909 1.96873 -0.87323  0.19
C12 -3.00751 0.96159 -1.25957  -0.26
C13 -2.67099 -0.44945 -1.11229  -0.34
C14 -3.20072 -1.46030 -1.85546  -0.34
S2 -2.30974 -2.89253 -1.61669  1.03
C15 -1.34888 -2.07437 -0.46791  -0.49
N4 -1.62965 -0.81660 -0.29470  0.00
H5 -4.80490 0.74819 -2.35870  0.15
H6 -5.88431 3.36527 -3.06398  0.10
H7 -5.24624 5.75396 -2.89503  0.09
H8 -3.15043 6.42563 -1.79835  0.10
H9 -1.62799 4.74064 -0.82026  0.10
H10 -3.97395 -1.40666 -2.60445  0.07
H11 -0.52950 -2.58891 0.00907  0.03
O1 1.76049 -0.68209 -2.20991  -0.15
C16 0.70156 -0.83156 -2.87828  -0.65
O2 -0.30133 -0.07381 -2.71266  -0.13
C17 0.59626 -1.90194 -3.92967  -0.17
C18 0.38195 -1.45065 -5.23039  -0.05
C19 0.28214 -2.32795 -6.29650  -0.12
C20 0.37090 -3.69233 -6.04002  -0.13
C21 0.54923 -4.14906 -4.74786  -0.15
C22 0.67200 -3.28095 -3.64586  -0.67
S3 0.80244 -3.96558 -2.03827  0.52
H12 0.29769 -0.38188 -5.39237  0.11
H13 0.13380 -1.95822 -7.30378  0.08
H14 0.29076 -4.40644 -6.85271  0.09
H15 0.59482 -5.21284 -4.54919  0.08
C23 3.40949 -2.15695 0.02263  -0.01
C24 2.36147 -2.04483 1.07005  -0.33
N5 1.33102 -1.22610 1.06068  0.03
C25 0.63677 -1.44695 2.23209  -0.16
C26 1.25595 -2.40357 2.96464  -0.05
N6 2.35982 -2.77870 2.22114  -0.02
C27 3.30896 -3.79546 2.60103  -0.07
N7 2.64910 -5.03299 2.92290  -0.07
N8 2.63932 -5.49406 4.19358  0.04
N9 1.91505 -6.54653 4.25918  0.06
C28 1.40207 -6.80039 3.00310  -0.24
C29 0.54528 -7.80816 2.54456  -0.03
C30 0.18898 -7.76686 1.21731  -0.09
C31 0.66264 -6.75667 0.34845  -0.08
C32 1.51077 -5.76589 0.78185  -0.02
C33 1.86716 -5.81972 2.13167  -0.17
H16 3.09907 -1.58278 -0.84725  0.06
H17 3.52287 -3.18886 -0.31385  0.07
H18 4.36821 -1.78107 0.39000  0.09
H19 -0.25893 -0.89003 2.45190  0.10
H20 1.02497 -2.86419 3.90973  0.11
H21 3.86314 -3.50819 3.49387  0.14
H22 4.00046 -3.93759 1.77281  0.13
H23 0.18109 -8.57481 3.21508  0.11
H24 -0.47790 -8.52177 0.82076  0.10
H25 0.35119 -6.73496 -0.68822  0.08
H26 1.85168 -4.99543 0.10122  0.03
C34 -0.08486 3.49752 5.54187  -0.07
C35 0.55224 4.03697 4.26412  -0.22
N10 -0.00603 3.48121 3.04408  -0.09
C36 -1.15419 4.14261 2.44911  -0.21
C37 -2.51233 3.54597 2.81183  -0.07
C38 0.48202 2.33584 2.46567  -0.43
C39 1.76215 1.78168 3.02298  -0.05
N11 -0.07677 1.74005 1.47421  0.06
H27 0.40006 3.92626 6.42130  0.07
H28 0.01180 2.41213 5.59331  0.07
H29 -1.14643 3.74202 5.58707  0.06
H30 1.62549 3.85849 4.28225  0.10
H31 0.42438 5.12109 4.22090  0.11
H32 -1.01798 4.12684 1.36606  0.10
H33 -1.11984 5.19166 2.75011  0.12
H34 -2.56319 2.48849 2.55130  0.07
H35 -3.30438 4.06278 2.26635  0.07
H36 -2.71215 3.64233 3.87967  0.06
H37 2.56703 2.50978 2.91872  0.06
H38 2.03094 0.90315 2.44949  0.04
H39 1.65396 1.50930 4.07520  0.08
H40 -0.93993 2.17543 1.16285  0.00

2.
# C4H5N2

The ion C4H5N2 with charge +1 (wB97M-V/def2-TZVPD, the OMol25 dataset).

Relative energy (zero: lowest compared OMol25 entry of this formula, charge and spin)   112.8 kcal/mol
HOMO (spin up / spin down)   -15.552 / -15.225 eV
Total charge   +1
SMILES   C=[N+]1C=CC=N1
E_LUMO (spin up / spin down)   -0.228 / -0.315 Ha

Each line ends with the Löwdin charge.
Element x y z (Å)
C1 -0.84246 2.04736 0.53953  0.42
N1 -0.25989 0.42550 -0.03232  -0.05
C2 -0.67742 -0.81547 0.23432  -0.03
C3 0.38573 -1.61422 -0.15867  0.08
C4 1.32913 -0.71210 -0.72809  -0.02
N2 0.92043 0.53960 -0.63011  0.10
H1 -0.24037 2.70396 0.07679  0.02
H2 -1.76676 2.12779 1.18438  0.11
H3 -1.61097 -1.08456 0.54252  0.11
H4 0.44483 -2.74497 -0.22509  0.16
H5 2.31776 -0.87289 -0.80326  0.10

3.
# C7H12N3

A structure of composition C7H12N3 (wB97M-V/def2-TZVPD, the OMol25 dataset).

Relative energy (zero: lowest compared OMol25 entry of this formula, charge and spin)   100.4 kcal/mol
HOMO   -12.986 eV
Total charge   +1
E_LUMO   -0.183 Ha

Each line ends with the Löwdin charge.
Element x y z (Å)
C1 -0.97657 -1.45036 0.21106  0.10
C2 -1.77945 -0.32155 0.09072  -0.24
C3 -1.14959 0.89899 0.08091  -0.09
C4 1.28186 -0.09672 -0.02264  -0.47
C5 0.52853 -1.42454 -0.09168  -0.07
C6 -3.27746 -0.21354 -0.13568  -0.01
C7 3.57847 0.85785 -0.02644  -0.03
N1 0.74554 1.02710 0.15324  0.21
N2 -1.57271 2.10408 -0.00924  0.23
N3 2.60686 -0.29790 -0.03855  0.03
H1 -1.32170 -2.37316 0.34935  0.09
H2 0.89468 -2.32619 0.50381  0.15
H3 0.67751 -1.82788 -1.11667  0.15
H4 -3.52839 -1.04136 -0.81612  0.10
H5 -3.62242 0.77191 -0.57091  0.09
H6 -3.70557 -0.33885 0.92634  0.13
H7 3.67616 1.30137 -0.97578  0.06
H8 3.27575 1.73181 0.46760  0.05
H9 4.57951 0.64137 0.48154  0.12
H10 -2.47425 2.19107 -0.44263  0.12
H11 -0.98664 2.88122 0.27671  0.15
H12 2.78718 -1.16676 -0.47542  0.12

4.
# C55H55CaFN7O6P2SSeSi

A structure of composition C55H55CaFN7O6P2SSeSi (wB97M-V/def2-TZVPD, the OMol25 dataset).

HOMO   -3.583 eV
Total charge   -1
E_LUMO   0.055 Ha

Each line ends with the Löwdin charge.
Element x y z (Å)
Ca1 -0.05026 -1.32382 -0.49474  1.09
C1 2.77937 0.75596 1.53060  -0.26
Si1 1.07895 -0.14249 1.78794  0.57
C2 0.58616 0.77422 3.42629  -0.30
C3 0.98442 0.36441 4.69846  -0.12
C4 0.61927 1.06985 5.83874  -0.10
C5 -0.12019 2.23511 5.71933  -0.10
C6 -0.49057 2.69511 4.46266  -0.09
C7 -0.17086 1.95735 3.32482  -0.38
P1 -0.50518 2.48745 1.59899  1.07
C8 -1.88042 1.40453 1.03972  -0.35
C9 -1.91100 1.25012 -0.45802  -0.25
C10 -3.80178 0.44943 -0.99202  -0.23
C11 -4.56575 0.17226 0.25919  -0.04
C12 -4.04094 0.23349 1.49277  -0.08
C13 -2.77602 0.84079 1.87003  -0.11
C14 -1.45059 4.07380 1.90330  -0.37
C15 -0.85241 5.24483 1.44215  -0.11
C16 -1.45874 6.48263 1.61892  -0.10
C17 -2.68891 6.56330 2.25020  -0.10
C18 -3.30016 5.40473 2.71356  -0.09
C19 -2.68608 4.17405 2.54338  -0.12
C20 1.52183 -1.84454 2.59782  -0.34
C21 2.81898 -2.19920 2.97519  -0.11
C22 3.08884 -3.40082 3.61400  -0.10
C23 2.05302 -4.27653 3.91206  -0.10
C24 0.75813 -3.95488 3.53771  -0.11
C25 0.49139 -2.76680 2.85791  -0.39
P2 -1.19901 -2.36959 2.24441  1.12
C26 -2.19809 -2.64203 3.77208  -0.33
C27 -1.81220 -1.88722 4.88325  -0.09
C28 -2.58483 -1.83554 6.02908  -0.09
C29 -3.77894 -2.54323 6.09504  -0.11
C30 -4.16892 -3.30761 5.00728  -0.10
C31 -3.39058 -3.35853 3.85744  -0.09
C32 -1.64543 -3.87064 1.28045  -0.34
C33 -0.74123 -4.85571 0.88446  -0.09
C34 -1.15898 -5.92094 0.09829  -0.08
C35 -2.48705 -6.03901 -0.28097  -0.11
C36 -3.39132 -5.05208 0.08398  -0.10
C37 -2.96706 -3.96536 0.83224  -0.15
H1 3.36300 0.82659 2.45508  0.01
H2 2.58612 1.77284 1.18282  0.00
H3 3.38444 0.25031 0.77195  -0.01
H4 1.60400 -0.52099 4.79695  0.10
H5 0.92123 0.70994 6.81643  0.10
H6 -0.39337 2.79801 6.60460  0.09
H7 -1.02400 3.63288 4.38073  0.09
H8 -0.94200 1.53444 -0.87583  0.10
H9 -4.34928 0.05983 -1.85754  0.12
H10 -5.55051 -0.26392 0.12984  0.10
H11 -4.64256 -0.14007 2.31677  0.10
H12 -2.58931 0.90254 2.93880  0.10
H13 0.10401 5.17256 0.93611  0.09
H14 -0.97254 7.38308 1.26280  0.10
H15 -3.16872 7.52489 2.38707  0.09
H16 -4.26183 5.46338 3.20980  0.10
H17 -3.17201 3.28226 2.91400  0.10
H18 3.63454 -1.51013 2.77721  0.09
H19 4.10464 -3.65042 3.90146  0.09
H20 2.25448 -5.21009 4.42493  0.09
H21 -0.05546 -4.63585 3.76481  0.11
H22 -0.89072 -1.33099 4.83565  0.08
H23 -2.25593 -1.23543 6.86951  0.10
H24 -4.39992 -2.49358 6.98105  0.09
H25 -5.09185 -3.87465 5.05118  0.10
H26 -3.71017 -3.97639 3.02849  0.08
H27 0.29864 -4.77721 1.15830  0.09
H28 -0.43690 -6.66168 -0.22505  0.10
H29 -2.80880 -6.87761 -0.88672  0.10
H30 -4.42634 -5.12534 -0.22744  0.10
H31 -3.65933 -3.16197 1.05804  0.10
C38 -4.00691 2.53614 -3.53988  -0.02
C39 -2.88360 2.05574 -2.66462  -0.28
N1 -1.73886 1.76563 -3.12125  0.06
O1 -1.65204 1.94126 -4.49371  -0.05
C40 -3.14865 1.85740 -1.18120  -0.31
C41 -3.82203 3.06045 -0.55677  0.00
N2 -2.40270 -0.07632 -0.93092  -0.28
O2 -2.18510 -1.20043 -0.15159  -0.59
H32 -3.95507 2.04038 -4.50838  0.08
H33 -3.89881 3.60932 -3.71207  0.09
H34 -4.97787 2.34886 -3.08532  0.08
H35 -0.75528 1.65906 -4.69086  0.09
H36 -3.13969 3.91369 -0.57304  0.10
H37 -4.07708 2.85116 0.47822  0.07
H38 -4.73487 3.32896 -1.09098  0.08
F1 1.03582 -2.84388 -0.17839  -0.61
C42 1.56715 -2.78690 -8.11300  -0.12
C43 2.36670 -3.13469 -6.86619  -0.29
S1 3.21697 -1.63980 -6.32837  0.64
O3 4.17395 -1.27376 -7.34147  -0.32
O4 2.21527 -0.67982 -5.94595  -0.30
C44 4.15154 -2.19113 -4.86316  -0.19
C45 4.73144 -1.05596 -4.00077  -0.12
N3 3.75346 -0.33279 -3.18662  0.06
C46 3.12517 -0.87858 -2.10265  -0.32
N4 2.08830 -0.14499 -1.72775  0.11
C47 2.03342 0.90827 -2.57639  -0.01
C48 3.05475 0.83036 -3.47972  -0.17
N5 3.40617 1.78832 -4.45103  -0.34
O5 4.43464 1.64362 -5.09619  0.07
O6 2.64746 2.72707 -4.59554  0.09
C49 3.69301 -2.03298 -1.35680  0.00
H39 1.00532 -3.65327 -8.45719  0.08
H40 2.23137 -2.45107 -8.90905  0.08
H41 0.86623 -1.98339 -7.88784  0.08
H42 3.13694 -3.88247 -7.05662  0.10
H43 1.73049 -3.44321 -6.03863  0.09
H44 4.96028 -2.78633 -5.28533  0.11
H45 3.46811 -2.82445 -4.29895  0.08
H46 5.24126 -0.34442 -4.63909  0.11
H47 5.45879 -1.48977 -3.31519  0.13
H48 1.29610 1.68939 -2.48425  0.12
H49 4.64728 -1.73485 -0.91376  0.10
H50 3.86868 -2.90061 -1.99546  0.08
H51 2.99400 -2.32023 -0.57214  0.06
Se1 -2.56844 -2.24354 -2.31123  1.32
N6 -0.83381 -2.21040 -2.42989  -0.32
C50 -0.44448 -3.39320 -2.95216  -0.37
C51 0.89174 -3.81166 -3.06773  -0.04
C52 1.15986 -5.06413 -3.55916  -0.10
C53 0.11804 -5.91934 -3.97366  -0.11
C54 -1.19692 -5.54124 -3.86374  -0.04
C55 -1.50556 -4.27358 -3.33631  -0.39
N7 -2.73935 -3.77469 -3.11890  -0.22
H52 1.65870 -3.14688 -2.69752  0.08
H53 2.18537 -5.41299 -3.61588  0.10
H54 0.36803 -6.89903 -4.36248  0.09
H55 -1.99859 -6.20863 -4.15350  0.11